{
  "formula": "C76H190N14O19",
  "method": "the ωB97M-V functional and the def2-TZVPD basis",
  "e_above_lowest_kj_mol": 749.6,
  "homo_ev": -7.825,
  "gap_ev": 8.2544,
  "total_charge": 0,
  "e_lumo_ev": 0.43,
  "e_tot_ha": -5204.95343,
  "elements": ["C", "C", "C", "O", "C", "N", "H", "H", "H", "H", "H", "H", "H", "H", "H", "H", "H", "C", "C", "C", "O", "C", "N", "H", "H", "H", "H", "H", "H", "H", "H", "H", "H", "H", "C", "C", "C", "O", "C", "N", "H", "H", "H", "H", "H", "H", "H", "H", "H", "H", "H", "C", "C", "C", "O", "C", "N", "H", "H", "H", "H", "H", "H", "H", "H", "H", "H", "H", "C", "C", "C", "O", "C", "N", "H", "H", "H", "H", "H", "H", "H", "H", "H", "H", "H", "C", "C", "C", "O", "C", "N", "H", "H", "H", "H", "H", "H", "H", "H", "H", "H", "H", "C", "C", "C", "O", "C", "N", "H", "H", "H", "H", "H", "H", "H", "H", "H", "H", "H", "C", "O", "C", "C", "N", "C", "C", "O", "C", "H", "H", "H", "H", "H", "H", "H", "H", "H", "H", "H", "H", "H", "H", "H", "C", "O", "C", "C", "N", "C", "C", "O", "C", "H", "H", "H", "H", "H", "H", "H", "H", "H", "H", "H", "H", "H", "H", "H", "C", "O", "C", "C", "N", "C", "C", "O", "C", "H", "H", "H", "H", "H", "H", "H", "H", "H", "H", "H", "H", "H", "H", "H", "C", "O", "C", "C", "N", "C", "C", "O", "C", "H", "H", "H", "H", "H", "H", "H", "H", "H", "H", "H", "H", "H", "H", "H", "C", "O", "C", "C", "N", "C", "C", "O", "C", "H", "H", "H", "H", "H", "H", "H", "H", "H", "H", "H", "H", "H", "H", "H", "C", "C", "C", "C", "C", "C", "N", "O", "C", "C", "C", "H", "H", "H", "H", "H", "H", "H", "H", "H", "H", "H", "H", "H", "H", "H", "H", "H", "H", "H", "C", "C", "C", "C", "C", "C", "N", "O", "C", "C", "C", "H", "H", "H", "H", "H", "H", "H", "H", "H", "H", "H", "H", "H", "H", "H", "H", "H", "H", "H"],
  "positions_angstrom": [[1.59969, -1.82279, -4.92464], [3.00599, -1.29719, -5.21133], [3.50556, -1.71183, -6.64760], [3.56591, -3.08840, -6.79598], [3.78915, -3.52710, -8.14001], [2.96769, 0.10552, -4.93538], [1.19012, -1.60085, -3.93920], [1.61774, -2.89631, -5.11261], [0.85413, -1.16837, -5.37626], [3.76272, -1.76401, -4.58082], [4.47991, -1.23905, -6.77098], [2.90908, -1.21151, -7.41048], [4.68913, -3.01191, -8.47575], [3.01265, -3.22426, -8.84246], [3.71579, -4.61294, -8.20049], [3.88852, 0.51253, -5.01616], [2.39944, 0.66465, -5.55551], [5.40292, -0.82209, 8.10161], [4.99812, -2.25973, 8.24209], [4.99592, -3.12917, 6.98950], [4.17113, -2.54538, 5.90808], [3.73625, -3.44842, 4.97694], [5.77006, -2.94355, 9.21789], [5.40932, -0.20665, 9.00121], [4.86449, -0.34603, 7.28213], [6.34922, -0.92088, 7.56975], [3.99576, -2.21289, 8.66775], [4.54509, -4.01559, 7.43572], [5.94720, -3.57462, 6.69841], [3.20465, -3.15080, 4.07310], [3.20853, -4.14278, 5.63075], [4.60190, -3.96014, 4.55638], [5.99881, -2.24439, 9.90995], [6.59731, -3.35719, 8.81210], [1.30271, 1.98153, -2.65341], [1.17351, 3.46710, -2.86854], [1.52070, 3.97649, -4.30810], [2.86995, 3.65670, -4.65528], [3.82664, 4.46598, -3.86964], [-0.16646, 3.68986, -2.44760], [0.85730, 1.54538, -1.75927], [2.37971, 1.81885, -2.69484], [0.97215, 1.46918, -3.55691], [1.77475, 3.98391, -2.12053], [1.27775, 5.03565, -4.22302], [0.87451, 3.46209, -5.01939], [4.81727, 4.30143, -4.29353], [3.74822, 4.02037, -2.87799], [3.71368, 5.53247, -4.06442], [-0.03811, 3.58367, -1.45143], [-0.92828, 3.27065, -2.96142], [-0.69730, 2.61318, 4.39180], [0.71011, 3.27062, 4.60741], [1.72276, 2.10643, 4.21905], [1.93828, 1.23301, 5.31911], [2.62914, 0.07125, 5.10555], [0.81104, 4.40091, 3.69200], [-1.39274, 3.41706, 4.63317], [-1.00276, 1.79786, 5.04758], [-0.72139, 2.25343, 3.36316], [0.90879, 3.48854, 5.65676], [2.64075, 2.53251, 3.81429], [1.36593, 1.52848, 3.36655], [3.35325, 0.00146, 5.91727], [3.20833, 0.15535, 4.18601], [1.96686, -0.73204, 4.78276], [0.09720, 5.07291, 3.93481], [1.71174, 4.84587, 3.79617], [-5.03960, 2.42491, -2.46391], [-4.25978, 1.97147, -3.65619], [-2.76260, 2.43992, -3.77949], [-1.97549, 1.89105, -4.83263], [-2.44133, 1.84060, -6.16285], [-4.31346, 0.52865, -3.67472], [-4.80208, 1.94039, -1.51685], [-6.09485, 2.40047, -2.73585], [-4.75396, 3.45126, -2.23342], [-4.63572, 2.30809, -4.62234], [-2.26017, 2.26958, -2.82732], [-2.97564, 3.49329, -3.96153], [-2.36066, 2.81625, -6.64213], [-3.43986, 1.40437, -6.13578], [-1.72265, 1.22070, -6.69886], [-3.92743, 0.30949, -2.76750], [-3.57723, 0.23030, -4.29846], [-4.99878, -4.46494, 3.36608], [-4.86045, -4.69918, 1.81148], [-3.42026, -5.11472, 1.28958], [-2.49694, -4.00517, 1.46351], [-1.14631, -4.48549, 1.54766], [-5.83691, -5.58666, 1.34434], [-4.94999, -5.45019, 3.82976], [-6.02681, -4.12062, 3.47870], [-4.29619, -3.73239, 3.76337], [-5.00899, -3.71507, 1.36701], [-3.40703, -5.31179, 0.21762], [-3.15158, -6.11298, 1.63510], [-0.90061, -5.05850, 2.44175], [-0.55635, -3.57600, 1.66111], [-0.84102, -5.08892, 0.69280], [-5.57290, -6.48732, 1.71744], [-5.51932, -5.72159, 0.39512], [-1.69142, -4.34705, -7.56826], [-2.55608, -3.20770, -6.79590], [-2.64435, -3.41121, -5.32042], [-3.42404, -2.54893, -4.54065], [-4.78701, -2.55835, -4.95743], [-1.79008, -1.96559, -7.16446], [-1.98903, -5.39282, -7.49153], [-0.76686, -4.46134, -7.00239], [-1.51312, -4.05692, -8.60370], [-3.54932, -3.20681, -7.24488], [-1.67161, -3.34177, -4.83353], [-2.99865, -4.43936, -5.24642], [-5.38133, -3.47204, -4.95087], [-4.99258, -1.94647, -5.83576], [-5.37850, -1.95576, -4.26813], [-2.00156, -1.20600, -6.53326], [-0.86291, -2.28828, -6.92709], [7.12848, -1.61738, -4.71804], [6.80284, -0.31064, -4.42540], [7.36386, 0.19639, -3.21103], [6.88071, 1.65409, -2.98978], [7.39359, 1.93189, -1.64831], [6.56480, 3.02121, -1.00249], [5.19168, 2.51997, -0.56021], [4.52482, 3.61639, 0.03631], [3.35072, 3.25377, 0.63725], [6.42956, -1.85997, -5.51851], [7.07881, -2.34778, -3.91048], [8.18460, -1.78270, -4.93105], [8.43739, 0.10251, -3.37479], [6.97664, -0.43489, -2.41126], [5.86828, 1.86276, -3.33553], [7.50633, 2.31630, -3.58826], [8.37519, 2.16414, -1.69958], [6.38924, 3.82804, -1.71405], [7.09474, 3.29499, -0.09018], [5.33659, 1.70773, 0.15209], [4.55263, 2.16093, -1.36693], [3.07825, 4.05105, 1.32877], [3.46012, 2.35334, 1.24169], [2.62820, 3.18296, -0.17580], [-3.51934, -1.86868, -1.26985], [-3.19259, -0.55420, -0.90604], [-1.89350, -0.09573, -0.73386], [-1.15804, -0.89063, 0.43012], [0.18927, -0.41440, 0.43112], [0.98681, -1.31948, -0.40557], [2.55058, -1.10993, -0.21279], [2.98012, -1.69812, 0.96786], [4.28536, -1.40968, 1.34383], [-3.50572, -2.51156, -0.38973], [-2.72700, -2.30396, -1.87879], [-4.43423, -2.00269, -1.84701], [-1.97979, 0.95590, -0.46051], [-1.40293, -0.20368, -1.70123], [-1.19827, -1.95418, 0.19485], [-1.64751, -0.71765, 1.38855], [0.68260, -0.31106, 1.30636], [0.83516, -1.20471, -1.47885], [0.77739, -2.38901, -0.42452], [2.52505, -0.02900, -0.07478], [3.04975, -1.59576, -1.05117], [4.28334, -0.36235, 1.64581], [5.08805, -1.67113, 0.65430], [4.53327, -2.02131, 2.21131], [0.70127, -5.85419, -1.98661], [2.00521, -6.20771, -1.58459], [3.03071, -5.95166, -2.58843], [4.41352, -6.25362, -1.98274], [4.65040, -5.64694, -0.61459], [5.72789, -6.17781, 0.17501], [6.15262, -5.23922, 1.30248], [7.25557, -5.86234, 1.93702], [7.82355, -5.05662, 2.97111], [0.63673, -4.76904, -2.06645], [-0.06375, -6.13359, -1.26219], [0.47989, -6.25000, -2.97778], [2.97035, -4.95867, -3.03389], [2.94809, -6.67506, -3.39958], [5.03273, -5.75708, -2.72982], [4.75031, -7.28763, -2.05678], [3.79396, -5.45309, -0.11556], [6.61857, -6.41711, -0.40596], [5.47210, -7.14073, 0.61713], [5.30176, -5.07992, 1.96487], [6.61011, -4.33278, 0.90604], [8.84023, -5.32548, 3.25779], [7.14548, -5.02676, 3.82400], [8.04749, -4.04656, 2.62798], [-7.31058, -5.07950, -1.82918], [-8.26530, -4.04972, -1.57693], [-7.68928, -2.75150, -1.43559], [-8.75931, -1.90280, -0.89847], [-8.63277, -0.41834, -0.78158], [-8.03458, 0.28714, -1.90698], [-8.90886, 0.48372, -3.16767], [-9.81888, 1.54953, -2.83789], [-11.16139, 1.19769, -3.25966], [-6.35263, -4.94196, -1.32767], [-7.01131, -5.18348, -2.87212], [-7.82555, -6.01770, -1.62257], [-7.33376, -2.46770, -2.42612], [-6.84720, -2.74588, -0.74351], [-9.26265, -2.38300, -0.05933], [-9.58162, -1.95831, -1.61178], [-9.55261, -0.00603, -0.84492], [-7.04297, -0.07894, -2.17307], [-7.82176, 1.28102, -1.51326], [-9.32543, -0.41826, -3.61600], [-8.33534, 1.02698, -3.91870], [-11.19816, 1.09889, -4.34455], [-11.85036, 1.98176, -2.94556], [-11.50733, 0.30933, -2.73122], [10.52381, 3.94943, 6.33153], [9.65331, 3.11692, 5.56682], [8.53553, 2.57900, 6.37691], [7.55961, 1.85017, 5.40963], [8.25596, 0.89106, 4.54375], [7.40315, 0.30086, 3.56394], [7.94890, -1.12533, 3.02424], [7.41129, -1.27470, 1.76202], [7.95900, -0.52138, 0.71091], [11.37750, 4.27166, 5.73530], [10.93113, 3.38460, 7.17007], [9.96906, 4.85183, 6.58848], [7.86844, 3.32786, 6.80389], [8.85011, 1.80832, 7.08061], [7.25090, 2.69119, 4.78876], [6.70227, 1.46448, 5.96127], [8.95576, 1.48674, 4.12476], [7.25114, 1.01976, 2.75884], [6.41124, -0.00161, 3.89969], [7.66146, -1.99239, 3.61896], [9.03472, -1.22062, 3.02114], [7.39489, -0.95380, -0.11546], [8.97051, -0.51858, 0.30479], [7.74678, 0.54586, 0.77460], [-3.48312, -0.09588, 3.83190], [-4.49159, 1.03931, 4.08222], [-4.15479, 2.32489, 3.24984], [-4.78636, 2.23680, 1.81772], [-6.27426, 1.82075, 1.79433], [-6.54237, 0.54055, 2.61248], [-5.94963, 0.71640, 3.92958], [-6.32530, -0.38409, 4.66680], [-8.07831, 0.47317, 2.80142], [-6.11511, -0.72075, 1.85804], [-4.30731, 1.46453, 5.62894], [-2.48171, -0.05249, 4.26016], [-3.29956, -0.32558, 2.78231], [-3.85524, -1.01805, 4.27826], [-4.55607, 3.21644, 3.73173], [-3.10526, 2.42535, 2.97328], [-4.30028, 1.43576, 1.26080], [-4.72598, 3.14451, 1.21730], [-6.61633, 1.72320, 0.76400], [-6.83315, 2.68719, 2.14793], [-8.49810, 1.43001, 3.11179], [-8.55261, 0.11741, 1.88677], [-8.38745, -0.25231, 3.55389], [-6.88520, -1.32227, 1.37509], [-5.27308, -0.61284, 1.17434], [-5.83627, -1.52478, 2.53914], [-4.18199, 0.55424, 6.21525], [-5.15588, 2.05623, 5.97233], [-3.41502, 2.07592, 5.76355], [-6.85943, -0.02568, 5.37943], [-1.60690, 4.30014, 0.95048], [-2.16568, 5.73227, 0.64893], [-2.30721, 5.89029, -0.97664], [-3.57244, 6.59220, -1.54926], [-4.80449, 6.21452, -0.69885], [-4.70964, 6.55241, 0.77328], [-3.54779, 5.84228, 1.28542], [-3.38787, 5.61661, 2.72798], [-4.67575, 8.04385, 0.98190], [-5.94590, 6.12637, 1.48302], [-1.31623, 6.92810, 1.10534], [-1.42749, 4.23598, 2.02370], [-0.62508, 4.17546, 0.49378], [-2.26443, 3.48187, 0.65689], [-1.49307, 6.44049, -1.44840], [-2.23271, 4.92044, -1.46852], [-3.75302, 6.25880, -2.57119], [-3.47191, 7.64473, -1.28437], [-4.83387, 5.12829, -0.61318], [-5.76665, 6.45517, -1.15097], [-5.57849, 8.49675, 0.57197], [-4.55453, 8.24189, 2.04689], [-3.88646, 8.59398, 0.46957], [-6.02767, 5.04773, 1.34911], [-5.93018, 6.45305, 2.52280], [-6.84981, 6.58538, 1.08256], [-0.25027, 6.70764, 1.04865], [-1.43275, 7.10636, 2.17434], [-1.60560, 7.79874, 0.51681], [-3.54158, 4.66918, 2.70901]],
  "atomic_forces_ev_per_a": [[0.3, 0.1, 0.5], [-0.6, -0.8, -0.7], [-0.4, 1.5, 0.7], [-0.5, -1.1, -0.3], [-0.5, 0.9, 0.4], [1.1, 0.8, 0.0], [1.0, -0.5, 0.9], [-0.9, 0.1, -0.3], [0.0, -0.6, -1.5], [-0.2, 0.0, 0.5], [0.6, -0.1, 0.0], [-0.6, -0.2, -0.2], [0.5, -0.8, -0.3], [-0.5, 0.5, 0.2], [0.9, 0.1, 0.4], [0.3, 0.1, 0.2], [-0.4, -0.3, -0.2], [0.8, 0.0, -2.4], [-1.3, 0.9, -0.2], [-2.1, 0.1, -0.2], [2.0, 2.1, 2.1], [0.7, -2.5, 0.3], [0.5, -0.7, 0.9], [0.1, -0.3, -0.1], [-0.7, 0.2, 0.4], [0.9, 0.6, 0.7], [-0.5, -0.4, -0.4], [-0.8, -0.5, -0.6], [0.6, 0.9, -0.6], [-0.4, 1.0, 0.7], [-0.8, -0.9, -1.0], [0.3, -0.5, -0.1], [0.5, -0.4, 0.3], [0.4, 0.2, 0.2], [2.7, -0.5, -1.5], [-0.5, -1.4, -0.3], [0.0, -1.0, 1.9], [0.4, 1.6, 0.2], [-0.6, -1.7, -1.5], [-0.6, 3.2, 0.1], [0.0, 0.4, 0.0], [0.3, -0.9, 0.4], [-0.5, -0.2, 0.1], [0.3, 0.3, -0.2], [0.3, 0.3, -0.7], [0.0, 0.1, -0.1], [0.0, -0.6, 0.1], [0.4, 1.1, 0.4], [-0.7, 0.1, 0.8], [-1.7, -0.3, 0.0], [0.6, -0.2, 0.6], [0.6, 1.2, 0.8], [-0.1, -3.2, -0.7], [-0.1, 0.6, 0.0], [-1.4, 2.5, 0.5], [1.0, 0.1, -1.7], [0.2, -0.6, 0.2], [-0.6, 0.0, -0.6], [0.7, -0.1, 0.2], [-0.4, 0.3, 0.0], [-0.1, 0.2, 0.1], [0.7, 0.2, 0.4], [-0.6, -0.1, -0.2], [-0.5, -1.1, 0.0], [0.7, 0.2, -0.2], [-0.1, -0.7, 1.1], [-0.1, 0.2, -0.1], [0.1, 0.2, 0.0], [0.3, 1.8, -0.1], [1.8, -1.2, -1.4], [-2.0, 0.7, -0.2], [0.5, -0.4, 1.4], [0.2, 0.1, 0.6], [0.1, -0.5, 0.1], [-0.1, -0.7, -0.3], [0.0, -0.1, 0.5], [-0.3, 0.5, -0.2], [-0.9, 0.4, 0.2], [0.1, -0.2, -0.2], [0.9, 0.7, 0.1], [-0.6, 0.3, 0.0], [-0.1, 0.1, -0.8], [-0.2, -0.3, 0.0], [-0.1, -0.8, 0.5], [0.1, -0.5, -0.4], [-0.2, -0.7, -1.8], [2.8, 2.2, 1.4], [-0.8, 1.4, 0.0], [0.2, -2.2, 0.7], [-0.1, 1.0, 0.4], [-0.4, -1.3, -0.8], [0.3, 0.1, 0.4], [0.1, 0.2, 0.3], [0.0, -0.3, 0.0], [-0.2, 0.2, -0.2], [-0.7, 0.2, -0.6], [0.7, 0.2, 1.1], [-0.6, -0.3, 0.2], [0.3, -0.1, -0.5], [-0.1, 0.2, -0.3], [-0.4, -0.6, 0.6], [-0.8, -0.1, -0.8], [-0.5, 0.4, 1.9], [1.4, 0.2, -2.2], [0.6, -1.3, 0.5], [-1.5, 0.0, -0.8], [-1.2, 1.8, 0.9], [-0.6, -1.1, 0.0], [-1.1, 0.2, -0.3], [0.6, 0.6, -0.2], [0.0, 0.0, 0.2], [-0.1, 0.2, 0.0], [0.3, -0.2, -0.3], [-0.2, -0.4, 0.6], [0.9, -0.8, -0.4], [0.5, -0.5, -0.7], [0.5, 0.2, 0.7], [-0.2, 0.1, 0.2], [0.6, 0.6, -0.1], [0.2, -0.8, -0.1], [-0.4, 1.1, 0.5], [-1.6, 0.0, -1.7], [3.3, -0.9, -0.8], [-2.8, 1.0, 1.5], [0.7, -1.5, -0.4], [0.2, 0.3, 0.0], [2.2, 0.4, -0.2], [-0.9, 0.4, 0.3], [0.5, -0.6, -0.1], [-1.1, 0.1, 0.7], [0.3, 0.5, -1.0], [0.3, 0.3, 0.8], [0.4, 0.1, 0.4], [-0.3, -0.3, 1.1], [-0.2, -0.1, -1.0], [-0.2, 0.3, 0.0], [0.3, 0.5, 0.2], [-0.1, 0.6, -0.2], [-0.1, -0.2, 0.2], [0.1, -0.3, -0.4], [-0.3, 0.1, -0.1], [-0.2, -0.4, -0.1], [-0.8, -0.5, 0.4], [1.7, -1.0, 0.3], [-2.7, 1.0, 0.0], [0.3, -1.6, 1.1], [-1.0, 1.3, -1.0], [1.7, -1.1, -1.0], [2.4, 0.0, -0.8], [-2.8, -0.2, 0.1], [-0.7, -1.4, 0.5], [0.3, 0.1, 0.9], [-0.5, -0.1, 0.3], [0.2, 0.1, -0.5], [-0.2, 0.7, 0.2], [0.2, 0.0, 0.0], [0.8, 0.1, 0.0], [-0.2, -0.1, 0.2], [-0.2, 0.1, -0.1], [-0.5, -0.2, 0.4], [-0.2, 1.1, -0.2], [-0.4, -0.5, 1.4], [1.2, 0.5, -0.7], [0.3, 0.7, -0.3], [0.7, 0.3, -0.1], [-0.3, 0.3, -0.7], [-0.2, 0.1, 0.2], [0.4, 0.8, -0.5], [0.6, 0.0, -0.4], [-0.3, -1.4, 1.5], [0.2, 1.6, 1.0], [-0.2, 0.2, -2.2], [0.0, -0.4, 0.3], [1.0, -0.4, -0.8], [0.7, -0.3, 1.1], [-0.1, 0.3, -0.6], [-0.1, 0.4, -0.1], [0.4, -0.5, 0.1], [-0.2, -0.3, 0.0], [-0.1, 0.3, 0.4], [-0.4, 0.0, -0.3], [0.6, 0.2, 0.2], [-0.6, -0.4, 0.4], [0.0, -0.4, -0.1], [-0.1, 0.4, -0.4], [-0.1, -0.3, 0.4], [0.0, 0.4, 0.3], [-0.9, 0.6, -0.2], [-0.3, -1.1, 0.0], [0.1, 0.1, 0.2], [-0.7, 0.4, -0.3], [-0.5, 0.1, -0.5], [0.8, -0.3, 0.3], [0.9, -0.8, -0.3], [-3.3, 1.7, -1.3], [0.9, -0.4, 0.2], [0.7, -0.1, -0.4], [1.4, 1.8, 0.5], [-2.2, -1.3, 0.0], [0.6, 0.8, 0.7], [-0.3, 0.0, 0.6], [-0.3, 0.5, -0.6], [0.3, 0.0, 0.5], [0.1, 0.5, -0.1], [0.4, -0.3, 0.1], [0.7, 0.4, 0.7], [-0.2, -0.8, -0.6], [-0.6, -0.4, 0.9], [0.0, -0.4, -0.1], [-0.1, 0.3, -0.2], [-0.4, 0.0, 0.3], [0.8, -0.8, -0.4], [-0.1, -0.2, 0.0], [0.2, 0.3, -0.1], [0.1, -0.4, -0.3], [-0.4, -0.2, -0.4], [-1.3, -0.6, 1.1], [-0.1, -1.1, -1.8], [1.4, 1.2, -0.5], [-0.3, 0.2, 2.1], [0.6, -2.1, -0.7], [0.3, 2.0, 0.6], [0.6, -1.0, -0.7], [-1.5, 0.4, -1.5], [-0.2, -0.2, -0.4], [-0.2, 0.3, 0.4], [0.1, 0.0, 0.6], [0.7, 0.5, 0.5], [0.6, 0.4, 0.4], [-0.8, 0.1, -0.3], [0.2, -0.3, -0.1], [0.4, -0.4, -0.4], [-0.1, -0.4, -0.6], [-0.1, 0.5, 0.6], [-0.6, 0.3, 0.3], [0.4, 0.6, -0.1], [-0.1, 0.6, -0.4], [0.9, -1.0, 1.2], [-0.4, 0.1, 0.2], [-0.3, -1.0, -0.5], [0.8, 1.3, 1.8], [-1.5, -0.8, -2.0], [-1.0, -1.1, 0.1], [0.8, 0.5, 0.3], [-1.4, 0.6, -1.1], [0.9, 1.5, -0.8], [0.5, -1.2, 1.2], [-0.2, -0.4, 0.2], [0.6, -1.5, 0.4], [-0.1, -0.6, -1.4], [0.0, 1.0, 0.3], [-0.3, 0.1, -0.2], [-0.4, -0.1, -0.1], [0.1, 0.0, 0.3], [0.3, -0.1, 1.0], [0.6, 0.0, -0.1], [0.5, 0.2, 0.2], [0.1, -0.4, -0.1], [-0.3, -0.2, 0.6], [0.1, 0.1, -0.1], [0.1, 0.4, -0.2], [0.3, -0.1, 0.1], [-0.5, 1.0, -0.6], [0.0, 0.3, -0.1], [0.6, 0.3, 0.7], [-0.2, 0.1, 0.2], [-0.1, -0.1, 0.0], [0.1, -0.1, -0.2], [0.0, 0.0, 0.1], [0.2, 1.4, 0.6], [-1.7, 0.5, -1.9], [-0.7, -0.4, 0.2], [-0.6, -0.6, 2.8], [0.4, -1.9, -0.4], [0.6, 1.7, 0.0], [1.8, -1.8, -0.1], [-0.7, 0.8, -1.6], [0.6, 1.3, -0.1], [-0.8, -0.9, 0.4], [0.3, -0.9, 0.7], [0.0, -0.2, 0.0], [0.0, 0.0, -0.1], [-0.2, 0.2, -0.2], [0.5, 0.0, 0.7], [-0.1, -0.3, 0.4], [0.3, 0.8, -0.1], [0.2, 0.4, -1.4], [-0.1, -0.5, -0.5], [0.0, 0.6, 0.1], [-0.3, 0.0, 0.4], [-0.2, 0.2, 0.0], [0.4, -0.3, 0.0], [-0.3, -0.2, 0.5], [0.2, -0.5, 0.1], [0.1, 0.0, -0.4], [0.2, 0.1, -0.7], [-0.5, 0.2, 0.0], [0.3, 0.1, 0.2], [-0.1, -0.2, 0.5]]
}